[1]
This record from the Open Molecules 2025 dataset describes C43H82N5O4PSb2Si4SnTe as an isolated structure in a non-equilibrium geometry. The level of theory is ωB97M-V with the def2-TZVPD basis set.

Summary:
HOMO   -6.1 eV
Total energy   -128565.237 eV
Relative energy (zero: lowest compared OMol25 entry of this formula, charge and spin)   137.3 kJ/mol
Molecular weight   1366.31 g mol⁻¹
Multiplicity   1
LUMO energy   -0.409 eV

Each line ends with the Löwdin charge.
CARTESIAN COORDINATES (ANGSTROEM)
Sn (0.66538, -0.33865, 1.05501)  0.871
O (-0.86202, -1.85408, -3.12722)  0.141
C (-0.67873, -1.40567, -1.88322)  -0.484
O (0.13275, -0.56471, -1.58602)  -0.049
C (-1.63011, -2.01305, -0.89433)  -0.202
C (-2.68305, -2.84867, -1.21137)  0.012
C (-3.51596, -3.23834, -0.16697)  -0.033
C (-3.27197, -2.78516, 1.11712)  0.008
C (-2.16738, -1.96780, 1.33756)  -0.196
N (-1.37334, -1.62019, 0.34765)  0.084
C (-1.62475, -1.63359, 2.71824)  -0.555
O (-2.11796, -2.56646, 3.61311)  0.056
O (-0.38533, -1.40869, 2.78070)  -0.234
H (-0.19737, -1.42372, -3.68642)  0.145
H (-2.84786, -3.17913, -2.22569)  0.128
H (-4.34294, -3.90937, -0.35973)  0.122
H (-3.88265, -3.10203, 1.94951)  0.125
H (-1.35061, -2.83580, 4.13897)  0.136
C (5.38833, -0.45580, -1.31838)  -0.358
Sb (3.56878, 0.64344, -1.05038)  1.203
C (4.12165, 1.24155, 0.94716)  -0.343
C (4.32871, 2.51709, -1.99670)  -0.320
C (4.49367, 3.66714, -1.07261)  -0.306
C (5.73752, 3.86237, -0.46853)  -0.072
C (5.96218, 4.87027, 0.45324)  -0.095
C (4.92642, 5.72986, 0.78649)  -0.097
C (3.69260, 5.56577, 0.17933)  -0.071
C (3.44843, 4.55016, -0.74801)  -0.298
C (2.08407, 4.44207, -1.33103)  -0.330
Sb (0.77706, 2.99330, -0.29920)  1.282
C (-0.93810, 3.55161, -1.46095)  -0.325
C (0.53699, 4.26191, 1.40202)  -0.325
H (6.25302, 0.17552, -1.11037)  -0.003
H (5.47280, -0.85833, -2.32696)  -0.005
H (5.36533, -1.28960, -0.61524)  -0.012
H (5.18727, 1.46598, 0.93212)  0.002
H (3.92655, 0.39992, 1.61202)  -0.013
H (3.57781, 2.11962, 1.29223)  -0.008
H (3.64670, 2.74442, -2.81610)  0.036
H (5.29045, 2.22377, -2.41769)  0.050
H (6.55110, 3.19457, -0.73201)  0.110
H (6.93960, 4.98536, 0.90449)  0.098
H (5.08003, 6.52879, 1.50079)  0.096
H (2.88547, 6.25059, 0.41717)  0.105
H (2.10758, 4.13846, -2.37977)  0.049
H (1.57454, 5.40526, -1.26968)  0.058
H (-1.25301, 4.57151, -1.23504)  0.006
H (-1.73982, 2.84997, -1.24356)  -0.042
H (-0.67237, 3.49363, -2.51601)  0.002
H (0.15748, 5.24567, 1.12453)  0.011
H (1.51618, 4.37912, 1.86744)  0.000
H (-0.13614, 3.76717, 2.09729)  -0.028
C (3.38952, -7.89242, -1.85080)  -0.219
Si (3.33940, -6.01910, -1.60329)  0.314
C (2.59851, -5.20715, -3.13440)  -0.224
C (5.09142, -5.36753, -1.38316)  -0.217
Si (2.05970, -5.47230, 0.27389)  -0.041
Te (2.02610, -3.01061, 0.35954)  0.301
Si (2.97597, -6.20916, 2.30281)  0.323
C (1.82182, -5.68028, 3.69956)  -0.225
C (3.17338, -8.09008, 2.33202)  -0.218
C (4.65441, -5.40718, 2.59104)  -0.223
Si (-0.13160, -6.28089, 0.07198)  0.340
C (-0.84392, -5.73595, -1.59247)  -0.217
C (-1.19730, -5.54296, 1.44298)  -0.210
C (-0.25254, -8.16425, 0.17225)  -0.215
H (4.07878, -8.14083, -2.66370)  0.026
H (2.40650, -8.28678, -2.11677)  0.014
H (3.72536, -8.42143, -0.95751)  0.014
H (3.34458, -5.18178, -3.93397)  0.026
H (2.29799, -4.17964, -2.91887)  0.003
H (1.72108, -5.74174, -3.50443)  0.014
H (5.68684, -5.59537, -2.27219)  0.028
H (5.59545, -5.80165, -0.51835)  0.014
H (5.08294, -4.28453, -1.24544)  0.015
H (0.94139, -6.32322, 3.75836)  0.013
H (1.48181, -4.65282, 3.55137)  0.012
H (2.34548, -5.73364, 4.65823)  0.026
H (2.27358, -8.61246, 2.00675)  0.005
H (3.39992, -8.41989, 3.35081)  0.026
H (3.99390, -8.41412, 1.68905)  0.019
H (4.60772, -4.33217, 2.40835)  0.013
H (5.42204, -5.82152, 1.93508)  0.014
H (4.97218, -5.56424, 3.62586)  0.026
H (-0.57508, -4.70162, -1.81491)  0.006
H (-1.93536, -5.81787, -1.58546)  0.023
H (-0.46419, -6.35576, -2.40778)  0.023
H (-1.01620, -4.47048, 1.53054)  0.004
H (-0.97215, -5.99394, 2.41052)  0.018
H (-2.25800, -5.70488, 1.22966)  0.028
H (0.33700, -8.65799, -0.60208)  0.016
H (-1.29521, -8.47290, 0.04578)  0.027
H (0.08800, -8.54102, 1.13771)  0.011
N (-1.14240, 1.01932, 1.17941)  -0.358
P (-2.44372, 1.12521, 1.95160)  0.616
N (-2.83423, 2.58058, 2.71025)  -0.197
C (-3.00476, 3.67720, 1.73899)  -0.208
C (-2.90268, 5.02533, 2.43991)  -0.174
C (-4.05648, 5.22429, 3.42783)  -0.184
C (-4.53717, 3.87083, 3.95940)  -0.170
C (-3.38255, 2.87633, 4.03765)  -0.217
N (-3.81844, 0.75874, 1.04392)  -0.176
C (-5.18139, 1.08541, 1.48297)  -0.212
C (-5.97721, 1.80403, 0.39984)  -0.181
C (-6.13208, 0.92485, -0.84371)  -0.183
C (-4.88490, 0.05179, -1.04387)  -0.169
C (-3.66511, 0.70851, -0.41932)  -0.205
N (-2.46908, -0.08092, 3.33697)  -0.126
C (-3.82917, -0.44538, 3.82557)  -0.168
C (-3.93833, -1.16908, 5.18377)  -0.153
C (-2.73150, -0.95213, 6.09643)  -0.182
C (-2.12449, 0.40734, 5.81616)  -0.168
C (-1.56021, 0.46340, 4.40270)  -0.163
H (-3.98217, 3.59993, 1.24254)  0.103
H (-2.24518, 3.57774, 0.96676)  0.072
H (-2.88492, 5.82077, 1.69282)  0.116
H (-1.94532, 5.06770, 2.95832)  0.103
H (-4.88581, 5.74866, 2.94883)  0.109
H (-3.72867, 5.85578, 4.25611)  0.109
H (-5.31193, 3.46592, 3.30398)  0.098
H (-4.99097, 3.97684, 4.94637)  0.116
H (-3.71866, 1.96793, 4.52595)  0.068
H (-2.59800, 3.29159, 4.68718)  0.130
H (-5.12555, 1.71040, 2.37296)  0.077
H (-5.72323, 0.17474, 1.77091)  0.118
H (-5.46887, 2.73610, 0.14556)  0.096
H (-6.95496, 2.08401, 0.79740)  0.116
H (-6.29720, 1.55772, -1.71800)  0.109
H (-7.01844, 0.29380, -0.74816)  0.108
H (-4.70330, -0.12768, -2.10575)  0.116
H (-5.02508, -0.92526, -0.57972)  0.096
H (-3.54824, 1.72138, -0.82791)  0.107
H (-2.74304, 0.18942, -0.64268)  0.079
H (-4.28748, -1.04080, 3.03655)  0.103
H (-4.41741, 0.46619, 3.88148)  0.084
H (-4.11185, -2.23167, 5.03323)  0.104
H (-4.82982, -0.76797, 5.67292)  0.115
H (-1.97685, -1.71767, 5.91366)  0.103
H (-3.02175, -1.05083, 7.14299)  0.115
H (-1.30391, 0.62481, 6.50244)  0.124
H (-2.87296, 1.18698, 5.97902)  0.097
H (-0.64916, -0.13452, 4.34779)  0.118
H (-1.27377, 1.47908, 4.13284)  0.101

[2]
This record from the Open Molecules 2025 dataset describes a 16-piece molecular cluster, C16H54Cl2N4O17P overall in a non-equilibrium geometry. The level of theory is ωB97M-V with the def2-TZVPD basis set.

Summary:
HOMO   -11.3 eV
Total energy   -92554.008 eV
Net charge   +1
Molecular weight   676.50 g mol⁻¹
Multiplicity   1
LUMO energy   -4.384 eV

Each line ends with the Löwdin charge.
CARTESIAN COORDINATES (ANGSTROEM)
C (2.74228, 5.02086, 2.20666)  0.092
C (3.41594, 4.30951, 1.49500)  -0.128
C (4.19955, 3.25726, 0.67053)  -0.176
C (3.34367, 2.57631, -0.48194)  -0.165
C (2.49090, 1.32664, 0.05712)  -0.100
C (1.36936, 1.85383, 1.00627)  -0.065
C (0.18021, 2.48609, 0.36005)  -0.130
C (0.00730, 2.58890, -1.19737)  -0.565
Cl (-0.81339, 4.20753, -1.52072)  0.607
C (-0.83444, 1.36164, -1.83089)  -0.673
C (-1.36065, 0.32460, -0.76530)  -0.138
Cl (-2.24799, 1.95694, -2.81204)  0.574
C (-0.90773, 3.00746, 1.21566)  0.089
C (-0.76741, 2.92379, 2.69319)  -0.174
O (-1.79809, 3.42029, 3.51519)  -0.066
N (-2.37262, 2.36008, 4.24557)  0.023
O (-3.19131, 1.80315, 3.62136)  0.114
C (0.45307, 2.27878, 3.23791)  -0.141
P (0.66240, 2.16901, 5.13044)  0.781
N (0.09911, 3.52172, 5.76437)  -0.291
N (1.45889, 1.75070, 2.40005)  -0.076
N (2.52154, 1.13756, 3.06103)  0.003
C (2.09005, -0.29805, 3.31082)  -0.173
C (3.17676, -1.36928, 2.90769)  -0.202
C (2.98317, -1.93035, 1.41535)  -0.097
H (2.30713, 5.82531, 2.84457)  0.076
H (5.05243, 3.79895, 0.16190)  0.127
H (4.68322, 2.46143, 1.31061)  0.113
H (2.70851, 3.36100, -0.97546)  0.112
H (4.08689, 2.23686, -1.26808)  0.133
H (2.10821, 0.75378, -0.83530)  0.135
H (3.25391, 0.66639, 0.57401)  0.101
H (0.98563, 2.62043, -1.74082)  0.089
H (-0.17400, 0.77855, -2.54458)  0.102
H (-2.15820, 0.77115, -0.10801)  0.078
H (-0.53607, -0.12777, -0.13732)  0.083
H (-1.85363, -0.55223, -1.31916)  0.075
H (-1.85352, 3.46942, 0.82264)  0.128
H (2.06554, 2.17669, 5.43859)  0.006
H (0.02902, 1.01074, 5.67324)  0.016
H (-0.64590, 3.28816, 6.42907)  -0.024
H (3.37982, 1.17394, 2.50680)  0.104
H (1.74701, -0.38924, 4.38955)  0.098
H (1.15529, -0.48254, 2.69167)  0.129
H (2.99779, -2.27803, 3.58783)  0.096
H (4.22744, -1.02930, 3.12114)  0.114
H (3.96104, -1.74651, 0.87373)  0.080
H (2.76454, -3.02984, 1.38444)  0.068
H (2.14483, -1.38258, 0.88028)  0.059
O (-1.13354, -2.02933, -2.89807)  -0.061
H (-0.78783, -2.91318, -2.72424)  0.059
H (-1.46952, -2.08282, -3.80638)  0.012
O (-2.95144, -1.80164, -5.25145)  -0.048
H (-2.78802, -0.87618, -5.02728)  0.050
H (-3.88650, -1.93344, -5.03621)  0.023
O (2.04992, -4.49452, 3.66838)  -0.055
H (1.10795, -4.35711, 3.82681)  0.057
H (2.27660, -5.24082, 4.23874)  0.055
O (-3.10641, -0.98359, 2.50855)  -0.060
H (-2.94660, -0.06257, 2.74441)  -0.021
H (-4.03826, -1.12055, 2.71698)  0.047
O (1.38393, -0.04081, 7.37647)  -0.086
H (1.05558, -0.81255, 7.85334)  0.049
H (2.11739, 0.27595, 7.91943)  0.053
O (-5.83208, -2.68571, -4.38423)  -0.077
H (-6.00975, -3.63476, -4.38341)  0.025
H (-6.65134, -2.29444, -4.71239)  0.039
O (3.77508, -6.72472, 2.28601)  -0.057
H (3.20241, -5.95685, 2.40421)  -0.008
H (4.58717, -6.48741, 2.74889)  0.039
O (-6.20736, -4.54914, -2.54209)  -0.053
H (-6.35160, -3.81775, -1.93053)  0.049
H (-5.44911, -5.01753, -2.17358)  0.049
O (-6.28163, -3.72394, -6.87886)  -0.059
H (-5.41662, -4.08946, -7.09696)  0.035
H (-6.11650, -2.77814, -6.77546)  0.005
O (-1.73699, -0.95661, -8.11484)  -0.085
H (-2.05773, -1.61380, -7.48446)  -0.013
H (-1.38322, -1.48354, -8.83916)  0.017
O (5.68410, 5.61721, 4.02005)  -0.061
H (5.12726, 5.25367, 3.31979)  -0.014
H (5.74813, 6.55526, 3.80518)  0.042
O (4.62502, 2.33205, 6.35052)  -0.057
H (4.04797, 1.95591, 5.67625)  -0.017
H (4.69284, 3.26510, 6.10880)  0.041
O (-2.59615, -3.30098, -8.94519)  -0.056
H (-2.77205, -4.24981, -8.94831)  0.051
H (-3.41603, -2.90915, -9.27095)  0.056
O (1.53760, -1.16732, -4.59965)  -0.065
H (1.52459, -1.66296, -5.42700)  0.042
H (0.63538, -1.24379, -4.26488)  -0.010
O (-7.54267, -0.70636, -6.86480)  -0.050
H (-8.10920, -1.09395, -7.54321)  0.049
H (-7.47824, 0.22235, -7.11655)  0.045